# 1
DFT (wB97M-V/def2-TZVPD) results for the ion C6H8N with charge +1 at a distorted geometry.

The total energy is -7828.4361 eV. The value obtained for the LUMO energy (alpha / beta) is -6.1 / -6.1 eV. Its net charge is +1. The SMILES is C[C@@H]1C=C[N+]#CC1. For the energy above the lowest of the compared OMol25 structures with the same formula, charge and spin, the calculation gives 699.7 kJ/mol. Its strongest force on any atom is 0.1926 hartree/bohr. The highest occupied orbital energy (alpha / beta) is -13.52 / -13.52 eV.

Positions of all 15 atoms, in Å:
C1 1.2028 0.1865 1.0255
C2 0.1695 0.7213 0.0695
C3 -1.0825 0.1344 0.7149
C4 -1.6741 -1.3490 0.0732
N1 -1.1993 -1.3576 -1.2016
C5 -0.3409 -0.7290 -1.7121
C6 0.4702 0.4482 -1.4561
H1 0.6932 -0.5660 1.6715
H2 1.5784 0.8678 1.7262
H3 2.1122 -0.3880 0.5874
H4 -0.0393 1.8575 0.3134
H5 -1.1691 0.5607 1.7329
H6 -2.5202 -1.7763 0.3583
H7 1.5311 0.1382 -1.6791
H8 0.2680 1.2514 -2.2238

# 2
DFT (wB97M-V/def2-TZVPD) results for a structure of composition C10H16N4NaO at a distorted geometry.

The total energy is -23043.8041 eV. The value obtained for the LUMO energy is -4.8 eV. Its net charge is +1. Its strongest force on any atom is 0.1303 hartree/bohr. The highest occupied orbital energy is -12.68 eV.

Positions of all 32 atoms, in Å:
C1 1.4531 -2.8445 0.8204
C2 1.9104 -1.3603 1.2939
N1 1.1321 -0.3439 0.4933
C3 -0.0260 0.2144 1.2500
C4 -0.7534 1.4748 0.5726
C5 -1.7034 1.1398 -0.6822
C6 -1.1070 0.0863 -1.7219
N2 -0.5668 -0.7577 -2.4066
C7 -3.2238 0.7003 -0.2784
N3 -3.2996 -0.4595 0.6441
C8 -3.9679 0.4297 -1.6979
N4 -4.4888 -0.0524 -2.6745
C9 2.1204 0.6774 0.1057
C10 2.7556 0.4965 -1.3995
O1 2.4763 1.6839 0.8401
H1 0.8585 -2.6893 -0.1639
H2 0.6796 -3.2735 1.5689
H3 2.3263 -3.5512 0.6106
H4 3.0280 -1.2678 0.9880
H5 1.8101 -1.2198 2.4351
H6 -0.7916 -0.6462 1.3770
H7 0.2494 0.5381 2.3341
H8 -0.0566 2.3286 0.2562
H9 -1.4461 1.9276 1.3902
H10 -1.8291 2.1364 -1.2692
H11 -3.7078 1.6405 0.1942
H12 -2.8345 -1.2615 0.1940
H13 -2.9246 -0.2514 1.5790
H14 3.4001 -0.4690 -1.3842
H15 3.3831 1.4185 -1.7137
H16 1.9297 0.3056 -2.1923
Na1 3.2143 3.2495 -1.3635

# 3
DFT (wB97M-V/def2-TZVPD) results for a structure of composition C23H18Cl2N5O3ReS3 at a distorted geometry.

The total energy is -97412.9722 eV. The multiplicity is 4. The value obtained for the LUMO energy (alpha / beta) is -3.4 / -3.9 eV. Its net charge is +1. For the energy above the lowest of the compared OMol25 structures with the same formula, charge and spin, the calculation gives 16.8 kJ/mol. Its strongest force on any atom is 0.0353 hartree/bohr. The highest occupied orbital energy (alpha / beta) is -9.91 / -10.08 eV.

Positions of all 55 atoms, in Å:
Re1 0.6617 -0.0283 0.7155
N1 2.0394 -4.4158 0.5538
C1 1.1943 -3.3838 0.7566
S1 1.8732 -1.9721 1.5768
N2 -0.0284 -3.4610 0.3862
N3 -0.7497 -2.3716 0.6569
C2 -2.0076 -2.4024 0.4570
C3 -2.8777 -1.2907 0.7604
C4 -4.2553 -1.4334 0.5534
C5 -5.1467 -0.4368 0.8801
C6 -4.6671 0.7488 1.4360
C7 -3.3187 0.9149 1.6591
C8 -2.3899 -0.0878 1.3288
O1 -1.1127 0.1135 1.5905
H1 2.9510 -4.3942 0.9716
H2 1.6532 -5.2974 0.2619
H3 -2.4630 -3.3063 0.0447
H4 -4.6154 -2.3676 0.1382
H5 -6.2066 -0.5690 0.7119
H6 -5.3542 1.5452 1.6910
H7 -2.9358 1.8374 2.0811
C9 2.6417 -0.9790 -2.2534
C10 3.1237 0.0558 -1.3004
N4 2.5455 0.4129 -0.1798
C11 3.2832 1.3501 0.5309
C12 4.4213 1.7377 -0.0891
S2 4.5952 0.9044 -1.5732
C13 2.7765 1.6983 1.8481
C14 3.2708 2.5520 2.7736
S3 2.3162 2.4902 4.1955
C15 1.2799 1.3224 3.4891
N5 1.6454 1.0110 2.2663
C16 0.1309 0.7282 4.2159
H8 1.8822 -1.6059 -1.7922
H9 3.4733 -1.6029 -2.5786
H10 2.2085 -0.5140 -3.1419
H11 5.1600 2.4432 0.2540
H12 4.1335 3.1934 2.7058
H13 0.2068 0.9188 5.2839
H14 0.1032 -0.3462 4.0317
H15 -0.8071 1.1407 3.8426
Cl1 -1.6670 2.3013 -5.9980
C17 -1.2314 1.5026 -4.5322
C18 -1.1866 0.1000 -4.4996
C19 -0.8263 -0.5530 -3.3512
Cl2 -0.7809 -2.2759 -3.3027
C20 -0.4744 0.1440 -2.1591
O2 -0.1331 -0.5513 -1.1266
C21 -0.5466 1.5627 -2.2205
C22 -0.2373 2.3791 -1.0967
O3 0.1665 2.0276 0.0244
C23 -0.9295 2.2179 -3.4102
H16 -1.4380 -0.4647 -5.3872
H17 -0.3754 3.4573 -1.2507
H18 -0.9749 3.2998 -3.4298

# 4
DFT (wB97M-V/def2-TZVPD) results for a cluster of 2 separate species, C4H14N3 in total at a distorted geometry.

The total energy is -8838.4713 eV. The value obtained for the LUMO energy is -3.5 eV. Its net charge is +1. For the energy above the lowest of the compared OMol25 structures with the same formula, charge and spin, the calculation gives 149.7 kJ/mol. Its strongest force on any atom is 0.0797 hartree/bohr. The highest occupied orbital energy is -14.47 eV.

Positions of all 21 atoms, in Å:
C1 -2.4169 -0.4200 1.6596
C2 -2.8264 0.3854 0.3382
H1 -2.0895 0.4048 2.2864
H2 -3.0361 -1.2217 1.9739
H3 -1.4916 -0.9211 1.3181
H4 -2.6683 -0.4409 -0.3434
H5 -2.0532 1.1448 0.1777
H6 -3.8512 0.7160 0.4076
C3 0.4603 -0.7642 -2.0104
C4 1.3791 0.2935 -0.0929
N1 0.8444 0.4345 -1.3251
N2 2.2541 -0.6447 0.2656
N3 0.8161 0.8755 1.0498
H7 0.2511 1.2298 -1.5756
H8 2.8370 -1.0232 -0.4470
H9 2.5689 -0.6930 1.2368
H10 -0.0005 1.4507 0.9489
H11 1.4818 1.1558 1.7236
H12 -0.6238 -1.0123 -1.9430
H13 0.9682 -1.7046 -1.6978
H14 0.6136 -0.7645 -3.1387